Record 1
C20H21Cl3FGeNO4Ti | ωB97M-V/def2-TZVPD

Last column: Löwdin charge in e.
Positions of all 52 atoms, in Å:
Ti -0.07 0.01 0.26  0.700
O 2.52 -1.30 3.00  0.091
C 1.80 -1.10 2.05  -0.534
O 0.78 -0.29 2.02  -0.164
C 2.00 -1.83 0.69  -0.506
O 2.82 -2.70 0.52  0.116
O 1.16 -1.38 -0.23  -0.252
C 2.28 2.10 3.60  -0.057
C 1.65 2.78 2.38  -0.365
C 1.37 4.26 2.69  -0.052
C 2.50 2.65 1.13  -0.122
C 3.85 2.98 1.22  -0.037
C 4.67 2.92 0.10  -0.078
C 4.13 2.54 -1.11  -0.049
C 2.78 2.20 -1.25  -0.128
C 2.36 1.80 -2.66  -0.363
C 1.05 2.38 -3.19  -0.069
C 2.41 0.28 -2.83  -0.054
C 1.97 2.24 -0.11  -0.164
N 0.58 1.87 -0.15  -0.065
C -0.31 2.92 -0.19  -0.259
C -0.05 4.24 -0.58  -0.035
C -1.06 5.19 -0.58  -0.095
C -2.36 4.88 -0.20  -0.104
C -2.65 3.58 0.21  -0.013
C -1.63 2.67 0.20  -0.197
F -1.85 1.38 0.65  -0.044
H 1.57 2.13 4.44  0.084
H 3.18 2.62 3.92  0.070
H 2.52 1.06 3.41  0.059
H 0.69 2.29 2.20  0.110
H 2.31 4.79 2.89  0.077
H 0.74 4.34 3.58  0.078
H 0.87 4.76 1.87  0.062
H 4.26 3.29 2.17  0.106
H 5.72 3.17 0.18  0.098
H 4.77 2.49 -1.99  0.108
H 3.14 2.21 -3.30  0.118
H 0.18 1.96 -2.69  0.031
H 0.96 2.15 -4.25  0.079
H 1.02 3.46 -3.08  0.072
H 1.60 -0.21 -2.28  0.028
H 3.35 -0.13 -2.45  0.087
H 2.31 0.01 -3.88  0.080
H 0.95 4.51 -0.87  0.118
H -0.83 6.20 -0.89  0.100
H -3.14 5.63 -0.21  0.094
H -3.64 3.27 0.53  0.120
Cl -1.28 -0.39 -1.98  0.051
Ge -1.58 -2.64 -1.26  0.186
Cl -3.79 -2.73 -1.72  -0.157
Cl -1.82 -1.77 0.93  0.044

The calculation puts the energy above the lowest of the compared OMol25 structures with the same formula, charge and spin at 0.3 kcal per mole. As for the spin multiplicity: 2. The value obtained for the highest occupied orbital energy (spin up / spin down) is -5.3151 / -5.6782 eV. As for the molecular weight: 585.2 Da. The calculation puts the gap between HOMO and LUMO (spin up / spin down) at 7.966 / 8.330 eV. As for the charge: -1. As for the total energy: -150687.7017 eV. As for the LUMO energy (spin up / spin down): 2.7 / 2.7 eV.



Record 2
C20H21F3N2O4 | ωB97M-V/def2-TZVPD

Last column: Löwdin charge in e.
Positions of all 50 atoms, in Å:
C 8.41 33.53 -9.21  0.053
N 7.35 34.23 -8.40  -0.426
O 6.86 33.55 -7.49  0.046
O 7.11 35.39 -8.63  0.028
H 8.87 34.34 -9.79  0.064
H 7.93 32.79 -9.85  0.118
H 9.05 33.00 -8.51  0.123
C 5.29 33.42 -9.28  0.050
N 4.51 32.69 -10.39  -0.338
O 5.11 32.17 -11.23  0.012
O 3.33 32.92 -10.35  0.096
H 5.48 34.45 -9.59  0.088
H 6.25 32.91 -9.18  0.083
H 4.74 33.41 -8.35  0.130
F 6.47 32.79 -12.18  -0.053
C 7.42 33.66 -11.87  -0.212
C 7.28 34.55 -10.87  -0.137
C 8.16 35.53 -10.63  -0.142
C 9.33 35.58 -11.40  -0.023
C 9.56 34.60 -12.37  -0.043
C 8.57 33.65 -12.61  0.032
H 6.33 34.48 -10.35  0.062
H 7.99 36.23 -9.83  0.126
H 10.05 36.35 -11.20  0.113
H 10.40 34.63 -13.05  0.061
H 8.66 33.02 -13.48  0.108
F 7.77 31.14 -14.81  0.059
C 6.62 30.88 -14.20  -0.227
C 6.26 29.51 -13.92  -0.028
C 5.08 29.26 -13.26  -0.112
C 4.31 30.31 -12.80  -0.071
C 4.73 31.61 -12.96  -0.167
C 5.85 31.92 -13.63  -0.082
H 6.85 28.67 -14.24  0.099
H 4.78 28.25 -13.03  0.099
H 3.44 30.17 -12.18  0.109
H 4.29 32.53 -12.60  0.128
H 6.09 32.96 -13.78  0.144
F 10.09 32.69 -13.66  0.016
C 10.97 33.36 -14.37  -0.252
C 12.22 32.85 -14.82  0.012
C 13.03 33.65 -15.58  -0.086
C 12.64 34.97 -15.90  -0.079
C 11.44 35.49 -15.46  -0.075
C 10.59 34.66 -14.79  -0.065
H 12.59 31.84 -14.71  0.115
H 13.96 33.34 -16.02  0.105
H 13.29 35.56 -16.52  0.100
H 11.19 36.53 -15.61  0.116
H 9.64 35.10 -14.54  0.124

The calculation puts the energy above the lowest of the compared OMol25 structures with the same formula, charge and spin at 529.9 kcal per mole. The value obtained for the highest occupied orbital energy is -7.7803 eV. As for the molecular weight: 410.4 Da. The calculation puts the gap between HOMO and LUMO at 7.018 eV. As for the total energy: -40381.6931 eV. As for the LUMO energy: -0.8 eV.



Record 3
C20H21F9IrN6O4 | ωB97M-V/def2-TZVPD

Last column: Löwdin charge in e.
Positions of all 61 atoms, in Å:
Ir 0.18 1.11 -0.14  1.516
C -1.47 -1.70 -0.34  -0.090
C -1.79 -0.47 0.24  -0.130
C -1.21 -0.11 1.48  -0.172
C -0.27 -0.98 2.07  -0.078
C 0.04 -2.18 1.48  -0.077
C -0.58 -2.55 0.28  -0.071
H -1.94 -1.99 -1.27  0.119
H -2.60 0.12 -0.17  0.122
H -1.59 0.74 2.02  0.102
H 0.16 -0.71 3.02  0.122
H 0.74 -2.85 1.96  0.113
H -0.35 -3.50 -0.18  0.117
C 3.50 1.93 -3.46  -0.057
C 2.30 2.61 -4.10  -0.143
C 0.98 1.81 -3.98  -0.304
C -0.20 2.62 -4.56  -0.146
C -1.55 1.93 -4.39  -0.056
C 1.14 0.51 -4.76  -0.397
O 1.31 0.49 -5.95  0.152
N 1.13 -0.68 -4.03  0.231
C 0.94 -0.83 -2.67  -0.478
O 1.09 -1.90 -2.13  0.074
N 0.59 0.33 -2.00  0.038
C 0.72 1.52 -2.55  -0.421
O 0.60 2.44 -1.67  -0.051
H 4.39 2.53 -3.58  0.087
H 3.70 0.96 -3.92  0.084
H 3.36 1.78 -2.39  0.072
H 2.47 2.77 -5.17  0.133
H 2.13 3.59 -3.64  0.130
H 0.02 2.77 -5.62  0.133
H -0.20 3.59 -4.07  0.128
H -1.56 0.95 -4.87  0.086
H -2.34 2.52 -4.84  0.088
H -1.81 1.80 -3.33  0.074
H 1.32 -1.52 -4.55  0.176
N 3.77 -2.55 -0.68  0.214
C 4.58 -1.72 -0.01  -0.469
N 5.84 -2.08 0.22  0.196
N 4.20 -0.53 0.45  0.143
C 2.98 -0.15 0.30  -0.242
N 1.89 0.22 0.18  0.036
H 4.09 -3.45 -1.00  0.126
H 2.81 -2.30 -0.89  0.077
H 6.23 -2.94 -0.13  0.123
H 6.43 -1.44 0.72  0.129
F -2.21 3.28 2.80  0.178
C -1.11 3.97 2.50  -0.564
F -1.30 5.23 2.86  0.199
F -0.10 3.46 3.21  0.179
C -0.77 3.78 0.98  -0.210
O -0.85 2.40 0.80  -0.285
C 0.65 4.42 0.70  -0.560
F 1.60 3.50 0.91  0.142
F 0.78 4.88 -0.53  0.180
F 0.87 5.43 1.53  0.192
C -1.87 4.41 0.08  -0.564
F -1.61 4.23 -1.22  0.168
F -3.04 3.82 0.33  0.186
F -2.00 5.72 0.31  0.200

The calculation puts the energy above the lowest of the compared OMol25 structures with the same formula, charge and spin at 0.0 kcal per mole. The value obtained for the highest occupied orbital energy is -12.1695 eV. As for the molecular weight: 772.6 Da. The calculation puts the gap between HOMO and LUMO at 8.079 eV. As for the charge: +1. As for the total energy: -65504.1434 eV. As for the LUMO energy: -4.1 eV.



Record 4
C20H21FN2O4S2 | ωB97M-V/def2-TZVPD

Last column: Löwdin charge in e.
Positions of all 50 atoms, in Å:
O -2.05 -3.02 -0.80  0.098
C -1.45 -2.00 -0.52  -0.435
N -2.01 -0.77 -0.58  0.124
H -1.47 0.03 -0.27  0.146
C -3.40 -0.56 -0.94  -0.269
C -4.11 0.12 0.21  -0.179
C -4.46 -0.66 1.31  -0.028
C -5.10 -0.12 2.40  -0.081
C -5.41 1.23 2.42  -0.086
C -5.07 2.02 1.34  -0.120
C -4.41 1.48 0.24  -0.480
S -4.04 2.62 -1.06  0.956
C -2.99 1.61 -2.16  -0.454
C -3.51 0.19 -2.27  -0.189
H -4.56 0.21 -2.57  0.124
H -2.94 -0.35 -3.02  0.123
H -3.02 2.12 -3.12  0.076
H -1.97 1.65 -1.78  0.068
H -5.30 3.07 1.34  0.098
H -5.92 1.66 3.26  0.104
H -5.35 -0.75 3.24  0.102
H -4.21 -1.71 1.28  0.121
H -3.81 -1.57 -1.07  0.151
C 0.00 -1.98 -0.13  -0.043
C 0.51 -2.89 0.80  -0.202
C 1.85 -2.93 1.13  0.028
C 2.73 -2.06 0.51  -0.036
C 2.23 -1.15 -0.41  -0.271
C 0.89 -1.11 -0.73  0.003
H 0.57 -0.39 -1.48  0.122
S 3.36 0.00 -1.20  0.677
O 2.58 0.93 -1.97  -0.282
O 4.40 -0.73 -1.85  -0.271
N 4.03 0.74 0.16  -0.242
C 3.12 1.67 0.79  -0.178
H 2.17 1.16 0.97  0.123
C 3.75 2.13 2.11  -0.186
H 3.14 2.91 2.57  0.131
O 5.02 2.69 1.91  -0.125
C 5.89 1.78 1.28  -0.183
H 6.84 2.30 1.15  0.131
C 5.33 1.33 -0.07  -0.170
H 5.96 0.57 -0.53  0.121
H 5.25 2.20 -0.74  0.138
H 6.03 0.90 1.93  0.130
H 3.82 1.27 2.78  0.130
H 2.94 2.54 0.13  0.132
H 3.78 -2.06 0.72  0.122
H 2.20 -3.65 1.85  0.126
F -0.32 -3.72 1.44  0.106

The calculation puts the energy above the lowest of the compared OMol25 structures with the same formula, charge and spin at 0.0 kcal per mole. The value obtained for the highest occupied orbital energy is -8.3083 eV. As for the molecular weight: 436.5 Da. The calculation puts the gap between HOMO and LUMO at 8.590 eV. Its SMILES is O=C(N[C@@H]1CCSc2ccccc21)c1cc(S(=O)(=O)N2CCOCC2)ccc1F. As for the total energy: -56639.1195 eV. As for the LUMO energy: 0.3 eV.



Record 5
C20H21IN3NbO7PS | ωB97M-V/def2-TZVPD

Last column: Löwdin charge in e.
Positions of all 55 atoms, in Å:
C 2.27 -0.82 8.79  -0.090
C 2.20 -0.68 7.57  -0.378
Nb 1.73 -0.58 5.36  1.194
C 1.32 -0.51 3.13  -0.515
S -0.28 0.08 2.61  0.528
O -1.18 0.39 3.69  -0.431
O -0.08 1.21 1.72  -0.415
C 0.56 -2.55 5.52  -0.369
C 0.97 -3.59 6.37  -0.162
C 0.34 -4.82 6.49  -0.089
C -0.82 -4.95 5.70  -0.095
C -1.17 -3.87 4.91  -0.204
N -0.55 -2.72 4.76  0.026
P 3.91 -1.90 4.83  0.164
O 4.37 -2.89 6.11  -0.533
I 5.81 -0.35 4.50  0.159
H 1.99 -0.81 9.82  -0.017
H 2.78 0.92 5.27  -0.137
H 0.36 0.47 5.83  -0.072
H 2.08 0.13 2.66  0.018
H 1.47 -1.52 2.72  0.016
H -0.85 -0.94 1.89  0.047
H 1.86 -3.42 6.98  0.059
H 0.70 -5.61 7.13  0.097
H -1.41 -5.86 5.75  0.092
H -2.08 -4.00 4.32  0.100
H 4.01 -3.76 5.94  0.004
C -2.89 0.93 -3.68  -0.070
C -3.55 0.54 -2.52  -0.061
C -2.95 -0.35 -1.65  0.003
C -1.69 -0.84 -1.94  -0.142
C -1.02 -0.47 -3.10  -0.001
C -1.63 0.42 -3.97  -0.067
N -1.04 -1.76 -1.00  -0.344
O -1.66 -2.08 -0.01  0.056
O 0.08 -2.15 -1.27  0.084
H -3.35 1.63 -4.36  0.090
H -4.53 0.94 -2.30  0.107
H -3.46 -0.64 -0.74  0.122
H -0.04 -0.86 -3.32  0.118
H -1.12 0.72 -4.88  0.094
C 1.55 4.59 -8.31  -0.072
C 0.78 5.52 -7.61  -0.065
C -0.43 5.14 -7.06  -0.001
C -0.86 3.83 -7.20  -0.145
C -0.11 2.90 -7.90  -0.004
C 1.10 3.29 -8.46  -0.066
N -2.13 3.42 -6.60  -0.343
O -2.77 4.26 -6.00  0.086
O -2.46 2.26 -6.71  0.063
H 2.50 4.89 -8.74  0.107
H 1.14 6.53 -7.50  0.108
H -1.02 5.86 -6.51  0.121
H -0.45 1.88 -8.02  0.119
H 1.70 2.57 -9.01  0.108

The calculation puts the energy above the lowest of the compared OMol25 structures with the same formula, charge and spin at 0.0 kcal per mole. The value obtained for the highest occupied orbital energy is -4.4014 eV. As for the molecular weight: 698.3 Da. The calculation puts the gap between HOMO and LUMO at 4.772 eV. As for the charge: -1. As for the total energy: -69646.9992 eV. As for the LUMO energy: 0.4 eV.



Record 6
C20H21N2O | ωB97M-V/def2-TZVPD

Last column: Löwdin charge in e.
Positions of all 44 atoms, in Å:
C 4.62 -0.68 -3.83  -0.081
C 4.49 -0.29 -2.51  -0.078
C 3.60 -0.94 -1.68  -0.040
C 2.82 -1.99 -2.16  -0.205
C 2.95 -2.37 -3.49  -0.035
C 3.85 -1.73 -4.32  -0.074
H 3.95 -2.03 -5.35  0.107
H 2.35 -3.18 -3.88  0.113
C 1.85 -2.69 -1.25  -0.139
H 1.34 -3.50 -1.78  0.133
H 2.38 -3.10 -0.38  0.140
O 0.90 -1.72 -0.80  -0.020
C -0.08 -2.09 0.04  -0.254
C -0.26 -3.37 0.57  0.003
C -1.31 -3.61 1.43  -0.055
C -2.19 -2.61 1.79  -0.047
C -2.02 -1.34 1.26  -0.229
C -0.98 -1.08 0.39  0.040
H -0.84 -0.10 -0.05  0.120
C -2.95 -0.21 1.63  -0.089
N -2.19 0.79 2.43  0.013
H -1.87 0.35 3.30  0.188
C -2.83 2.10 2.64  -0.060
C -2.08 3.08 1.76  -0.241
N -1.02 2.53 1.17  0.070
C -0.26 3.25 0.37  -0.079
C -0.52 4.59 0.12  -0.025
C -1.62 5.17 0.74  -0.024
C -2.43 4.41 1.57  0.004
H -3.29 4.83 2.06  0.124
H -1.86 6.21 0.57  0.121
H 0.11 5.16 -0.53  0.116
H 0.58 2.74 -0.08  0.125
H -2.77 2.41 3.68  0.145
H -3.89 2.06 2.36  0.142
H -1.33 1.13 1.83  0.126
H -3.80 -0.57 2.21  0.138
H -3.31 0.30 0.74  0.146
H -3.00 -2.82 2.47  0.112
H -1.43 -4.61 1.84  0.115
H 0.41 -4.17 0.31  0.112
H 3.50 -0.65 -0.64  0.115
H 5.09 0.52 -2.12  0.104
H 5.32 -0.18 -4.47  0.105

The calculation puts the energy above the lowest of the compared OMol25 structures with the same formula, charge and spin at 0.0 kcal per mole. The value obtained for the highest occupied orbital energy is -11.2945 eV. As for the molecular weight: 305.4 Da. The calculation puts the gap between HOMO and LUMO at 8.658 eV. As for the charge: +1. Its SMILES is c1ccc(COc2cccc(C[NH2+]Cc3ccccn3)c2)cc1. As for the total energy: -26102.5438 eV. As for the LUMO energy: -2.6 eV.